{
  "formula": "C41H44BiCl2N3OPS2",
  "method": "ωB97M-V/def2-TZVPD",
  "largest_force_ev_per_a": 1.54,
  "e_homo_ha": -0.3778,
  "total_charge": 1,
  "lumo_ev": -2.8397,
  "gap_ev": 7.441,
  "elements": ["Bi", "C", "N", "C", "C", "N", "C", "C", "C", "C", "C", "C", "C", "S", "C", "C", "C", "C", "C", "C", "S", "H", "H", "H", "H", "H", "H", "H", "H", "H", "H", "H", "H", "H", "H", "H", "H", "H", "H", "Cl", "C", "Cl", "H", "H", "C", "C", "C", "C", "C", "O", "C", "N", "C", "C", "C", "C", "C", "C", "P", "C", "C", "C", "C", "C", "C", "C", "C", "C", "C", "C", "C", "H", "H", "H", "H", "H", "H", "H", "H", "H", "H", "H", "H", "H", "H", "H", "H", "H", "H", "H", "H", "H", "H", "H", "H"],
  "positions_angstrom": [[0.013, -0.007, -0.568], [-0.840, 2.594, -2.437], [-1.274, 1.205, -2.531], [-0.795, 0.572, -3.758], [-0.754, -0.949, -3.643], [0.230, -1.429, -2.669], [1.602, -1.303, -3.164], [0.008, -2.812, -2.297], [-0.443, -3.751, -3.216], [-0.628, -5.074, -2.858], [-0.357, -5.486, -1.564], [0.113, -4.568, -0.645], [0.310, -3.242, -1.006], [1.021, -2.175, 0.208], [-2.698, 1.071, -2.381], [-3.566, 1.920, -3.060], [-4.934, 1.816, -2.904], [-5.455, 0.836, -2.077], [-4.608, -0.014, -1.397], [-3.229, 0.104, -1.532], [-2.255, -1.060, -0.628], [-1.411, 3.090, -1.656], [-0.985, 3.139, -3.373], [0.219, 2.627, -2.188], [0.207, 0.949, -3.972], [-1.443, 0.832, -4.607], [-0.527, -1.344, -4.640], [-1.737, -1.318, -3.345], [1.892, -0.259, -3.263], [2.285, -1.774, -2.462], [1.712, -1.796, -4.133], [-0.651, -3.462, -4.233], [-0.980, -5.777, -3.597], [-0.514, -6.513, -1.275], [0.345, -4.857, 0.368], [-3.164, 2.667, -3.730], [-5.588, 2.494, -3.428], [-6.520, 0.734, -1.957], [-4.996, -0.775, -0.741], [2.361, 0.273, 1.879], [3.852, 0.422, 0.933], [3.553, 0.171, -0.783], [4.557, -0.342, 1.262], [4.240, 1.430, 1.060], [0.447, 4.809, 0.091], [1.928, 4.499, 0.278], [2.447, 3.512, -0.765], [2.170, 3.961, 1.699], [2.130, 5.076, 2.776], [1.191, 4.608, 3.723], [0.737, 3.416, 3.280], [1.174, 3.002, 2.159], [-0.156, 2.711, 4.190], [-0.313, 3.266, 5.466], [-1.123, 2.670, 6.409], [-1.787, 1.496, 6.089], [-1.611, 0.923, 4.845], [-0.791, 1.509, 3.882], [-0.684, 0.626, 2.254], [-0.580, -1.074, 2.931], [-1.294, -2.157, 2.434], [-1.103, -3.419, 2.970], [-0.191, -3.619, 3.991], [0.550, -2.549, 4.471], [0.365, -1.288, 3.937], [-2.440, 0.965, 1.818], [-2.610, 2.111, 1.044], [-3.869, 2.557, 0.696], [-4.983, 1.861, 1.134], [-4.825, 0.715, 1.897], [-3.561, 0.264, 2.241], [0.245, 5.151, -0.920], [0.124, 5.576, 0.792], [-0.134, 3.912, 0.293], [2.508, 5.425, 0.182], [1.951, 2.551, -0.650], [3.517, 3.363, -0.640], [2.273, 3.893, -1.770], [3.144, 3.456, 1.710], [1.790, 6.036, 2.376], [3.085, 5.223, 3.284], [0.230, 4.169, 5.703], [-1.235, 3.117, 7.384], [-2.425, 1.018, 6.816], [-2.106, -0.012, 4.630], [-2.000, -2.032, 1.629], [-1.662, -4.251, 2.572], [-0.055, -4.605, 4.406], [1.279, -2.702, 5.252], [0.947, -0.454, 4.311], [-1.728, 2.665, 0.744], [-3.992, 3.443, 0.092], [-5.970, 2.216, 0.883], [-5.694, 0.174, 2.241], [-3.459, -0.633, 2.833]]
}

{
  "formula": "C41H44BrN7O10P",
  "method": "ωB97M-V/def2-TZVPD",
  "largest_force_ev_per_a": 6.36,
  "e_homo_ha": -0.4145,
  "total_charge": 1,
  "lumo_ev": -4.8542,
  "gap_ev": 6.424,
  "elements": ["C", "C", "C", "Br", "N", "N", "C", "C", "C", "C", "P", "C", "C", "C", "C", "H", "H", "H", "H", "H", "H", "H", "H", "H", "H", "H", "H", "H", "H", "H", "H", "H", "H", "H", "C", "C", "C", "C", "C", "C", "N", "O", "O", "H", "H", "H", "H", "H", "C", "C", "C", "C", "C", "C", "N", "O", "O", "H", "H", "H", "H", "H", "C", "C", "C", "C", "C", "C", "N", "O", "O", "H", "H", "H", "H", "H", "C", "C", "C", "C", "C", "C", "N", "O", "O", "H", "H", "H", "H", "H", "C", "C", "C", "C", "C", "C", "N", "O", "O", "H", "H", "H", "H", "H"],
  "positions_angstrom": [[2.604, -7.206, 0.181], [1.500, -5.997, 0.091], [1.983, -4.669, -0.738], [1.025, -4.715, -2.536], [1.505, -3.442, 0.077], [0.373, -2.890, -0.418], [-0.218, -1.736, 0.300], [0.512, -1.187, 1.647], [1.913, -1.848, 2.197], [2.398, -3.131, 1.238], [3.996, -4.085, 1.696], [3.746, -5.302, 3.141], [3.550, -4.616, 4.616], [5.505, -2.943, 1.919], [5.420, -1.903, 3.182], [3.612, -6.734, 0.562], [2.687, -7.721, -0.877], [2.172, -7.989, 0.971], [0.493, -6.372, -0.428], [1.186, -5.705, 1.198], [3.121, -4.625, -1.001], [-1.229, -1.252, -0.093], [0.002, -0.288, 2.224], [2.478, -1.498, 3.159], [2.759, -5.924, 2.892], [4.623, -6.110, 3.122], [2.518, -4.035, 4.588], [4.468, -3.943, 4.886], [3.536, -5.497, 5.422], [6.445, -3.649, 2.128], [5.798, -2.313, 0.961], [6.357, -2.119, 3.889], [4.474, -2.020, 3.861], [5.587, -0.783, 2.806], [3.580, 1.247, -2.716], [3.171, -0.071, -2.507], [4.120, -1.079, -2.331], [5.483, -0.754, -2.362], [5.898, 0.567, -2.579], [4.939, 1.566, -2.757], [6.486, -1.806, -2.152], [6.080, -2.965, -1.982], [7.680, -1.474, -2.153], [2.836, 2.031, -2.847], [2.110, -0.311, -2.477], [3.785, -2.101, -2.169], [6.952, 0.832, -2.611], [5.250, 2.595, -2.923], [-3.333, -3.689, 1.686], [-4.718, -3.771, 1.843], [-5.311, -3.366, 3.040], [-4.505, -2.874, 4.076], [-3.114, -2.798, 3.924], [-2.532, -3.209, 2.723], [-5.125, -2.423, 5.328], [-6.357, -2.524, 5.431], [-4.383, -1.963, 6.207], [-2.876, -4.001, 0.748], [-5.335, -4.148, 1.031], [-6.391, -3.436, 3.147], [-2.477, -2.423, 4.722], [-1.454, -3.151, 2.594], [-10.754, -2.724, 1.555], [-11.192, -2.842, 0.235], [-10.270, -2.804, -0.814], [-8.907, -2.652, -0.527], [-8.466, -2.526, 0.797], [-9.397, -2.562, 1.837], [-7.931, -2.638, -1.623], [-8.362, -2.733, -2.782], [-6.732, -2.535, -1.328], [-11.476, -2.759, 2.369], [-12.252, -2.966, 0.023], [-10.627, -2.898, -1.837], [-7.411, -2.402, 1.033], [-9.064, -2.468, 2.868], [-0.918, 6.014, -5.009], [-1.128, 4.635, -4.985], [-0.562, 3.858, -3.972], [0.213, 4.477, -2.981], [0.432, 5.861, -3.007], [-0.137, 6.627, -4.027], [0.790, 3.670, -1.899], [0.589, 2.447, -1.922], [1.440, 4.259, -1.024], [-1.366, 6.616, -5.798], [-1.736, 4.165, -5.754], [-0.735, 2.784, -3.967], [1.035, 6.354, -2.248], [0.024, 7.702, -4.054], [1.651, 11.513, 0.193], [1.286, 12.078, -1.030], [1.520, 11.384, -2.219], [2.119, 10.118, -2.171], [2.493, 9.552, -0.945], [2.257, 10.257, 0.237], [2.344, 9.373, -3.415], [2.016, 9.916, -4.481], [2.845, 8.243, -3.329], [1.461, 12.056, 1.118], [0.815, 13.059, -1.056], [1.229, 11.838, -3.164], [2.964, 8.572, -0.893], [2.541, 9.824, 1.194]]
}

{
  "formula": "C41H44ClFeN2P2S",
  "method": "ωB97M-V/def2-TZVPD",
  "largest_force_ev_per_a": 6.94,
  "e_homo_ha": [-0.4987, -0.5045],
  "total_charge": 2,
  "lumo_ev": [-5.5098, -8.2189],
  "gap_ev": [8.061, 5.510],
  "multiplicity": 6,
  "elements": ["Fe", "Cl", "P", "P", "C", "C", "C", "C", "C", "C", "C", "C", "C", "C", "C", "H", "H", "H", "H", "H", "C", "C", "C", "C", "C", "H", "H", "H", "H", "H", "C", "C", "C", "C", "C", "H", "H", "H", "H", "H", "C", "C", "C", "C", "C", "H", "H", "H", "H", "H", "C", "C", "C", "C", "C", "H", "H", "H", "H", "H", "C", "C", "C", "C", "C", "H", "H", "H", "H", "H", "H", "H", "C", "N", "C", "C", "S", "N", "C", "C", "H", "H", "H", "H", "H", "H", "H", "H", "H", "H", "H", "H"],
  "positions_angstrom": [[-0.143, 0.178, -0.651], [-0.964, 0.815, -2.796], [-0.177, -2.012, -1.429], [-0.087, 2.446, -0.140], [0.037, -3.333, -0.182], [1.130, -2.420, -2.645], [-1.747, -2.451, -2.250], [-1.698, 3.292, 0.059], [0.779, 2.910, 1.403], [0.795, 3.389, -1.430], [-0.974, -4.255, 0.112], [-0.769, -5.234, 1.085], [0.444, -5.302, 1.768], [1.457, -4.384, 1.478], [1.254, -3.404, 0.512], [-1.918, -4.211, -0.423], [-1.560, -5.946, 1.305], [0.602, -6.065, 2.525], [2.402, -4.428, 2.011], [2.042, -2.689, 0.293], [-2.939, -2.108, -1.599], [-4.167, -2.457, -2.156], [-4.212, -3.137, -3.375], [-3.027, -3.468, -4.033], [-1.796, -3.129, -3.472], [-2.890, -1.552, -0.665], [-5.088, -2.186, -1.648], [-5.170, -3.398, -3.817], [-3.060, -3.987, -4.986], [-0.876, -3.381, -3.990], [1.603, -3.733, -2.784], [2.586, -4.031, -3.726], [3.107, -3.021, -4.537], [2.640, -1.713, -4.402], [1.659, -1.409, -3.460], [1.209, -4.520, -2.148], [2.948, -5.051, -3.824], [3.876, -3.254, -5.268], [3.043, -0.923, -5.030], [1.287, -0.394, -3.356], [1.966, 3.651, 1.401], [2.601, 3.961, 2.605], [2.055, 3.538, 3.816], [0.869, 2.800, 3.823], [0.236, 2.485, 2.624], [2.391, 3.988, 0.461], [3.523, 4.536, 2.593], [2.550, 3.780, 4.751], [0.441, 2.463, 4.762], [-0.683, 1.905, 2.633], [-2.832, 2.789, -0.594], [-4.058, 3.440, -0.465], [-4.166, 4.590, 0.318], [-3.042, 5.093, 0.974], [-1.813, 4.448, 0.847], [-2.739, 1.899, -1.207], [-4.932, 3.044, -0.975], [-5.125, 5.092, 0.421], [-3.121, 5.985, 1.589], [-0.943, 4.836, 1.368], [0.419, 4.679, -1.816], [1.149, 5.355, -2.795], [2.257, 4.749, -3.387], [2.635, 3.461, -3.004], [1.903, 2.779, -2.035], [-0.449, 5.149, -1.364], [0.846, 6.353, -3.099], [2.819, 5.276, -4.153], [3.492, 2.981, -3.470], [2.168, 1.764, -1.747], [-4.087, 1.056, -3.578], [-3.590, 1.204, -4.110], [3.031, -0.171, 2.205], [2.036, -0.640, 3.172], [2.538, -0.985, 4.490], [0.631, -0.738, 2.765], [0.285, -0.328, 1.236], [-0.495, -1.187, 3.597], [-0.478, -1.577, 5.003], [-1.826, -1.267, 2.992], [4.061, -0.134, 2.617], [2.781, 0.857, 1.872], [3.060, -0.846, 1.326], [2.113, -0.293, 5.246], [2.344, -2.058, 4.699], [3.637, -0.863, 4.576], [-1.168, -0.918, 5.573], [-0.833, -2.625, 5.098], [0.462, -1.531, 5.532], [-2.143, -0.265, 2.632], [-1.816, -1.985, 2.143], [-2.599, -1.617, 3.711]]
}